ORCA calculation (wB97M-V/def2-TZVPD) on a cluster of 3 separate species, C53H46O7 in total in a non-equilibrium geometry.

Computed properties:
Charge: 0
Spin multiplicity: 1
Kohn-Sham gap (eV): 6.99
Maximum force (eV/Å): 8.21

XYZ file:
```
106
Properties=species:S:1:pos:R:3:lowdin_charge:R:1
C 3.71333 -0.74375 1.79317 -0.14
O 3.00590 0.42068 1.22527 -0.29
C 1.86643 -0.03227 0.36177 -0.20
C 0.50118 0.48248 1.12053 -0.18
C -0.89036 -0.16166 0.54203 -0.21
C -1.47797 0.55267 -0.81090 -0.21
C -1.30784 2.18370 -0.86671 -0.21
C -0.12536 2.62607 -1.93008 -0.21
C 0.49234 4.14141 -1.62588 -0.18
C 2.06661 4.06939 -1.07861 -0.20
C 3.09518 5.05647 -1.87032 -0.21
C 3.84469 4.43488 -3.17800 -0.19
C 4.15280 2.82738 -3.13548 -0.07
C 5.52775 2.34804 -2.32055 0.01
C 5.97998 0.74442 -2.18521 -0.03
C 4.96334 -0.33905 -2.91426 0.00
C 3.60660 0.13979 -3.76165 -0.02
C 3.16935 1.74833 -3.89504 0.02
C 1.81797 2.10350 -4.75269 -0.18
O 1.20472 3.31382 -4.77802 -0.08
C 1.03815 0.92670 -5.65053 -0.02
C -0.15582 1.39975 -6.71384 0.02
C -0.93682 0.22570 -7.59590 -0.05
C -0.51932 -1.34152 -7.35158 -0.06
C 0.66768 -1.78322 -6.29458 0.01
C 1.48428 -0.63796 -5.44033 -0.03
C 2.70419 -1.06713 -4.41644 -0.22
O 2.87997 -2.37665 -4.20484 -0.06
H 4.66033 -0.31386 2.37863 0.11
H 3.09847 -1.35165 2.58505 0.09
H 4.05193 -1.42004 0.88285 0.09
H 1.88812 -1.20314 0.19789 0.13
H 2.02788 0.53292 -0.67112 0.11
H 0.52525 1.65090 1.17086 0.11
H 0.59455 0.10780 2.25045 0.12
H -0.64262 -1.29197 0.25183 0.11
H -1.68055 -0.24651 1.42914 0.11
H -1.02464 0.00211 -1.75538 0.12
H -2.65145 0.33916 -0.81521 0.11
H -2.33002 2.60299 -1.31281 0.11
H -1.14141 2.69199 0.17391 0.10
H 0.72042 1.80015 -1.98497 0.09
H -0.66189 2.71195 -2.98955 0.11
H 0.36286 4.88757 -2.51849 0.10
H -0.18771 4.57420 -0.74477 0.11
H 2.39238 2.95034 -0.98862 0.09
H 2.00684 4.47620 0.04274 0.12
H 3.90738 5.54426 -1.14516 0.12
H 2.44842 5.98240 -2.25737 0.12
H 3.29867 4.75510 -4.19027 0.12
H 4.91032 4.96999 -3.24206 0.12
H 6.24993 3.13424 -1.79717 0.10
H 6.96242 0.42418 -1.58504 0.10
H 5.23598 -1.48817 -2.81506 0.10
H -0.48495 2.51240 -6.88672 0.10
H -1.76882 0.45125 -8.39720 0.09
H -1.06218 -2.19464 -7.93958 0.08
H 0.93901 -2.91321 -6.14419 0.10
C -7.46320 2.60232 -3.17371 -0.06
C -8.68371 3.24726 -2.97518 -0.06
C -9.03501 3.70076 -1.70270 0.01
C -8.16803 3.49790 -0.62211 -0.09
C -6.95881 2.83132 -0.81598 -0.08
C -6.60014 2.39260 -2.09723 0.01
C -6.05908 2.56794 0.32559 -0.27
O -4.99504 1.98559 0.15552 0.09
C -6.46399 3.00842 1.67544 -0.08
C -5.64772 2.71420 2.77543 0.01
C -6.01666 3.13873 4.05370 -0.06
C -7.19364 3.86437 4.23551 -0.06
C -8.01150 4.15403 3.14233 0.01
C -7.65041 3.71647 1.86112 -0.09
C -8.53994 3.99685 0.71680 -0.28
O -9.57685 4.63053 0.87643 0.10
H -7.18528 2.25704 -4.16712 0.11
H -9.36198 3.39942 -3.81183 0.11
H -9.98715 4.20805 -1.55621 0.12
H -5.65156 1.88353 -2.25872 0.12
H -4.72556 2.15087 2.64165 0.12
H -5.38400 2.90466 4.90717 0.11
H -7.47764 4.20146 5.23006 0.11
H -8.93134 4.71676 3.29268 0.12
C 2.79727 -6.51974 8.62545 -0.06
C 3.06032 -5.16210 8.44487 -0.06
C 3.30373 -4.66224 7.16457 0.01
C 3.29611 -5.52517 6.06195 -0.09
C 3.05742 -6.88657 6.24564 -0.09
C 2.79586 -7.38338 7.52918 0.01
C 3.09603 -7.81394 5.09648 -0.28
O 2.88296 -9.00944 5.25647 0.10
C 3.40357 -7.28142 3.75412 -0.09
C 3.50047 -8.15776 2.66532 0.01
C 3.77779 -7.66085 1.38997 -0.06
C 3.94936 -6.29038 1.19699 -0.06
C 3.85893 -5.41571 2.28078 0.01
C 3.59512 -5.91379 3.56361 -0.08
C 3.53689 -4.98459 4.70928 -0.28
O 3.69216 -3.78048 4.54129 0.09
H 2.59847 -6.90781 9.62205 0.11
H 3.07396 -4.49118 9.30094 0.11
H 3.50319 -3.60033 7.03055 0.12
H 2.59518 -8.44285 7.67848 0.12
H 3.36472 -9.22880 2.80687 0.12
H 3.85778 -8.34365 0.54684 0.11
H 4.15822 -5.90226 0.20242 0.11
H 3.99889 -4.34754 2.12329 0.11
```

=====

ORCA calculation (wB97M-V/def2-TZVPD) on a structure of composition C19H35Br3NO15S2Tl in a non-equilibrium geometry.

Computed properties:
Charge: +2
Spin multiplicity: 1
Kohn-Sham gap (eV): 2.06
Maximum force (eV/Å): 3.96

XYZ file:
```
76
Properties=species:S:1:pos:R:3:lowdin_charge:R:1
Tl -1.29709 -0.74278 -4.53317 1.13
N 0.54699 -1.71308 -1.53579 -0.55
O 1.21281 -1.62526 -0.45985 0.10
O -0.42618 -1.08848 -1.78487 0.00
O 0.98039 -2.32802 -2.51059 0.09
O 1.30669 0.50603 -3.56724 -0.07
C 2.56193 0.63840 -3.58594 -0.39
O 3.21983 0.99707 -2.48397 0.02
C 4.58493 0.91543 -2.50694 -0.20
C 4.86770 0.96227 -4.01074 -0.12
C 3.64136 0.22507 -4.60761 -0.04
H 4.96355 -0.03698 -2.13593 0.09
H 5.05544 1.72903 -1.95489 0.14
H 5.77079 0.45109 -4.34422 0.13
H 4.87522 2.04525 -4.13404 0.13
H 3.74592 -0.85991 -4.60632 0.11
H 3.31061 0.64613 -5.55704 0.13
O -2.04288 -0.58613 4.70062 0.19
C -1.37712 -1.25341 3.91414 -0.34
O -0.05613 -0.93551 3.59025 0.03
C 0.51170 -1.82451 2.63376 -0.12
C -0.78396 -2.44687 2.01504 -0.13
C -1.90946 -2.36927 3.04073 -0.02
H 0.99044 -2.72432 3.02006 0.15
H 1.10559 -1.29208 1.89084 0.09
H -0.67852 -3.47433 1.66676 0.13
H -0.94946 -1.78589 1.16426 0.09
H -1.96941 -3.30069 3.60374 0.15
H -2.85893 -2.14955 2.55254 0.12
O 3.57483 -0.31146 4.96959 0.26
C 3.43137 -0.20214 3.77849 -0.44
O 4.24607 -0.83977 2.98255 0.10
C 4.09429 -0.56195 1.60822 -0.12
C 3.08137 0.53945 1.60709 -0.15
C 2.67273 0.83695 3.01145 -0.03
H 3.79164 -1.47627 1.09781 0.13
H 5.01909 -0.27558 1.10738 0.14
H 2.24991 0.18687 0.99680 0.09
H 3.48473 1.33329 0.97841 0.13
H 1.59462 0.68061 3.04769 0.11
H 3.01125 1.79448 3.40723 0.16
O -0.71305 4.55413 0.49490 -0.27
S -0.43905 3.19150 0.94242 0.72
O 0.64052 2.92071 1.90459 -0.28
O -1.92050 2.55149 1.41810 -0.29
C -2.65942 3.36092 2.42666 -0.18
C -2.56110 2.44350 3.64058 -0.06
C -0.33335 2.09510 -0.61280 -0.07
H -3.67420 3.44055 2.03684 0.12
H -2.19982 4.34267 2.54077 0.12
H -1.59101 2.64125 4.09657 0.09
H -2.59843 1.38255 3.39341 0.05
H -3.37518 2.41504 4.36485 0.09
H -1.01320 2.45253 -1.38621 0.07
H -0.38372 1.06908 -0.24835 0.04
H 0.64178 2.29875 -1.05525 0.06
O -3.14712 -0.46410 -2.17278 -0.45
S -4.04817 -0.82157 -1.08254 0.68
O -3.48546 -1.15446 0.23811 -0.30
O -5.12152 0.40656 -0.77466 -0.25
C -4.79110 1.76292 -1.05756 -0.26
C -5.78764 2.24126 -2.12993 -0.05
C -5.15511 -2.12409 -1.72305 -0.08
H -3.73764 1.88992 -1.30695 0.10
H -4.98696 2.40899 -0.20180 0.12
H -5.49838 3.16515 -2.63078 0.08
H -6.77227 2.39337 -1.68781 0.09
H -5.81990 1.54223 -2.96565 0.07
H -5.66771 -1.70494 -2.58888 0.08
H -5.92864 -2.39601 -1.00485 0.08
H -4.46737 -2.93777 -1.95336 0.07
C 3.34511 -4.65708 -1.78078 -1.45
Br 3.39492 -6.17641 -3.11387 0.62
Br 4.54207 -3.11105 -2.31987 0.58
Br 3.86078 -5.34757 -0.01044 0.64
H 2.29715 -4.35829 -1.75590 -0.05
```

=====

ORCA calculation (wB97M-V/def2-TZVPD) on a structure of composition C24H42BrCuF4N2Si in a non-equilibrium geometry.

Computed properties:
Energy relative to the best compared isomer or geometry (same formula, charge and spin) (eV): 0.570
Charge: +1
Spin multiplicity: 2
Kohn-Sham gap (spin up / spin down) (eV): 8.49 / 6.11
Maximum force (eV/Å): 1.50

XYZ file:
```
75
Properties=species:S:1:pos:R:3:mulliken_spin:R:1
Cu 0.21276 2.39567 -0.45487 0.10
C 0.84558 4.12986 -2.97547 0.00
C -0.20604 4.89938 -2.18815 0.00
N -0.35691 4.40635 -0.79673 0.00
C 0.29096 5.32764 0.16159 -0.01
C 1.81049 5.27386 0.11027 0.00
C -1.77414 4.21304 -0.42978 0.00
C -1.92736 3.44702 0.90998 -0.05
N -0.68910 2.77166 1.21161 0.52
C -0.45700 2.11424 2.35669 0.02
C 0.82858 1.53705 2.55252 0.12
F 1.70492 1.60353 1.54266 0.01
C 1.19604 0.90688 3.71443 -0.08
F 2.41795 0.38664 3.82046 -0.01
C 0.31742 0.82132 4.78311 0.21
C -0.94553 1.36786 4.63052 -0.07
F -1.81292 1.28420 5.63665 -0.01
C -1.34231 1.97395 3.45708 0.14
F -2.57890 2.46454 3.36981 0.01
H 0.98322 4.59620 -3.95137 0.00
H 0.53856 3.09494 -3.13849 0.00
H 1.80823 4.13594 -2.46572 0.00
H -1.16222 4.81157 -2.70532 0.00
H 0.05919 5.95984 -2.17136 0.00
H -0.02494 5.04603 1.16404 0.00
H -0.05616 6.35074 -0.02719 0.00
H 2.16644 4.24308 0.17671 0.00
H 2.21422 5.82526 0.95853 0.00
H 2.20250 5.72914 -0.79797 0.00
H -2.23972 3.62454 -1.22188 0.00
H -2.29371 5.17604 -0.36852 0.00
H -2.75894 2.74106 0.82582 0.03
H -2.19102 4.13791 1.71579 0.02
H 0.61523 0.35868 5.71222 0.01
C 2.21399 -2.46076 1.27043 0.00
C 1.92050 -2.80713 -0.19610 0.00
C 2.24157 -4.29825 -0.41121 0.00
C 2.87457 -1.96420 -1.05510 0.00
Si 0.06972 -2.52672 -0.66971 0.01
Br 0.16819 0.25758 -1.28173 0.02
C -1.21320 -2.58218 0.77515 0.00
C -1.11640 -3.96889 1.43827 0.00
C -2.65519 -2.39692 0.28264 0.00
C -0.94599 -1.49439 1.82729 0.00
C -0.52593 -3.09911 -2.41417 0.00
C -0.92103 -4.58465 -2.33034 0.00
C -1.73408 -2.29663 -2.92160 0.00
C 0.58894 -2.94255 -3.45934 0.00
H 3.27765 -2.61546 1.46259 0.00
H 1.66327 -3.09405 1.96479 0.00
H 1.99348 -1.41424 1.48286 0.00
H 3.26537 -4.49369 -0.08776 0.00
H 2.16677 -4.58074 -1.46125 0.00
H 1.57953 -4.94542 0.16796 0.00
H 3.90229 -2.26151 -0.83707 0.00
H 2.77400 -0.90626 -0.81936 0.00
H 2.70267 -2.09392 -2.12149 0.00
H -1.33562 -4.76609 0.72586 0.00
H -1.84616 -4.03256 2.24733 0.00
H -0.13077 -4.15520 1.86368 0.00
H -2.96084 -3.20210 -0.38424 0.00
H -2.78317 -1.44055 -0.22488 0.00
H -3.32711 -2.41651 1.14318 0.00
H -0.00565 -1.64900 2.35122 0.00
H -1.74722 -1.51205 2.56963 0.00
H -0.93456 -0.50436 1.36866 -0.01
H -1.77313 -4.74001 -1.66715 0.00
H -0.09686 -5.20927 -1.98171 0.00
H -1.20773 -4.93234 -3.32439 0.00
H -2.61467 -2.43230 -2.30015 0.00
H -1.98398 -2.64172 -3.92648 0.00
H -1.49945 -1.23503 -2.97501 0.00
H 1.44327 -3.58655 -3.25277 0.00
H 0.92168 -1.90607 -3.51825 0.00
H 0.19588 -3.22384 -4.43794 0.00
```

=====

ORCA calculation (wB97M-V/def2-TZVPD) on a cluster of 2 separate species, C4H2ClN3S in total in a non-equilibrium geometry.

Computed properties:
Energy relative to the best compared isomer or geometry (same formula, charge and spin) (eV): 1.779
Charge: 0
Spin multiplicity: 1
Kohn-Sham gap (eV): 9.03
Maximum force (eV/Å): 6.47

XYZ file:
```
11
Properties=species:S:1:pos:R:3:lowdin_charge:R:1
C -0.20145 -1.28258 -1.40945 -0.33
C -0.73947 1.33763 0.81186 -0.24
C 0.06938 0.20644 0.90882 -0.44
C 0.92375 -1.00648 -0.63495 -0.56
N -1.04291 -1.33189 -2.19120 0.19
N -1.07731 1.71716 2.01336 -0.12
N -0.75929 1.00006 2.96995 -0.30
S 0.26333 -0.31147 2.48381 0.97
Cl 2.05350 0.03128 -1.43472 0.68
H -1.01594 1.82557 -0.17146 0.14
H 1.32028 -1.70572 -0.05139 0.02
```

=====

Which formula does entry 1 have?
C53H46O7